# 1
This record from the OMol25 dataset describes one molecule with the formula C20H21BrN2O4S in a non-equilibrium geometry. The level of theory is ωB97M-V/def2-TZVPD.

Geometry as XYZ:
```
49
Properties=species:S:1:pos:R:3
O -3.7174 -0.7648 -2.2426
C -3.7048 -0.5255 -1.0493
C -4.2128 -1.5753 -0.0497
O -3.3236 -1.9247 0.9861
C -2.1032 -2.4502 0.6585
C -1.7295 -2.8503 -0.6180
C -0.4318 -3.2682 -0.8508
C 0.4703 -3.2875 0.1923
Br 2.2864 -3.7090 -0.1598
C 0.0955 -2.9610 1.4829
C -1.1991 -2.5529 1.7147
N -3.3375 0.6749 -0.5577
C -3.3436 1.0536 0.8425
C -2.3172 2.1749 1.0759
N -1.1481 1.9926 0.2435
S -0.2228 0.6368 0.6572
O -0.3481 -0.3876 -0.3394
O -0.5291 0.3105 2.0206
C 1.4330 1.2733 0.5911
C 2.3645 0.5538 -0.0225
C 3.7883 0.8279 -0.1217
C 4.3377 2.0687 0.2078
C 5.6988 2.2797 0.1064
C 6.5345 1.2578 -0.3179
C 6.0009 0.0222 -0.6466
C 4.6386 -0.1915 -0.5562
C -1.4388 2.0871 -1.1759
C -2.8985 1.7086 -1.4712
H -5.0992 -1.1819 0.4595
H -4.5067 -2.4570 -0.6336
H -2.4099 -2.7901 -1.4512
H -0.1239 -3.5403 -1.8489
H 0.8111 -2.9927 2.2903
H -1.5125 -2.2524 2.7009
H -3.0658 0.1965 1.4564
H -4.3461 1.3968 1.1358
H -1.9858 2.1519 2.1134
H -2.7363 3.1598 0.8542
H 1.5781 2.1816 1.1439
H 2.0276 -0.3605 -0.4954
H 3.6912 2.8700 0.5313
H 6.1133 3.2446 0.3592
H 7.5983 1.4267 -0.3932
H 6.6477 -0.7765 -0.9766
H 4.2260 -1.1576 -0.8064
H -0.7614 1.4006 -1.6845
H -1.2375 3.1088 -1.5159
H -2.9985 1.3176 -2.4845
H -3.5523 2.5804 -1.3551
```

Calculated values
HOMO level	-8.17	eV
orbital gap	8.25	eV
SMILES	O=C(COc1ccc(Br)cc1)N1CCN(S(=O)(=O)/C=C/c2ccccc2)CC1
energy	-113127.77771	eV

***

# 2
This record from the OMol25 dataset describes C20H21BrN5O3Pt as an isolated structure. The level of theory is ωB97M-V/def2-TZVPD.

Geometry as XYZ:
```
51
Properties=species:S:1:pos:R:3
Pt -0.9706 -0.2105 0.0808
O -1.5119 0.8826 -4.3733
C -0.4209 0.1320 -4.5932
C 0.2996 0.3765 -5.7627
C 1.4335 -0.3465 -6.0316
C 1.8902 -1.3280 -5.1329
C 1.1748 -1.6055 -3.9960
C 0.0154 -0.8754 -3.6956
C -0.9115 -1.2284 -2.5483
O -1.3891 -0.1720 -1.8134
N -0.3207 -2.2095 -1.6912
N 0.0376 -1.8478 -0.5197
C 0.8234 -2.7418 0.1804
C 1.6101 -2.4623 1.2536
Br 1.8902 -0.7067 1.8163
C 2.2885 -3.6191 1.8229
C 3.1410 -3.8210 2.8743
C 3.5250 -5.2017 3.0833
C 4.3770 -5.5527 4.0895
C 4.8861 -4.5491 4.9221
C 4.5411 -3.1934 4.7542
C 3.6868 -2.8230 3.7609
H -1.8413 0.7632 -3.4704
H -0.0821 1.1248 -6.4439
H 1.9851 -0.1543 -6.9417
H 2.8114 -1.8593 -5.3267
H 1.5475 -2.3801 -3.3360
H -1.7718 -1.7376 -3.0411
H -0.0149 -3.1110 -2.0617
H 0.8644 -3.7483 -0.2269
H 2.0310 -4.5330 1.2943
H 3.1219 -5.9621 2.4259
H 4.6591 -6.5848 4.2430
H 5.5673 -4.8210 5.7204
H 4.9614 -2.4511 5.4182
H 3.4355 -1.7831 3.6412
C -4.3990 3.4535 2.6514
N -3.4498 2.4266 2.2145
C -2.7429 1.5338 3.1353
C -1.8818 0.7991 2.1590
O -1.0694 -0.1540 2.2474
N -2.0726 1.2643 0.9236
C -3.0363 2.2406 0.9678
N -3.4581 2.8859 -0.0948
H -4.7384 3.2032 3.6525
H -5.2713 3.4570 1.9990
H -3.9275 4.4356 2.6672
H -3.4269 0.8566 3.6518
H -2.1567 2.0819 3.8761
H -3.0555 2.6969 -0.9988
H -4.1387 3.6275 -0.0285
```

Calculated values
charge	+3
HOMO level (alpha / beta)	-15.62 / -15.61	eV
orbital gap (alpha / beta)	3.33 / 3.31	eV
energy	-107933.17663	eV

***

# 3
This record from the OMol25 dataset describes C20H21ClF25InO6PS2 as an isolated structure in a non-equilibrium geometry. The level of theory is ωB97M-V/def2-TZVPD.

Geometry as XYZ:
```
77
Properties=species:S:1:pos:R:3
O 0.6006 2.9378 3.7053
C -0.4031 2.1989 3.6920
Cl -0.5875 0.8875 4.9588
C -1.4899 2.4529 2.5787
In -0.7110 1.4903 0.6444
C -0.4556 -0.7490 0.8645
C 1.0995 -1.1723 0.7833
C 1.9202 -0.7556 2.0677
C 3.4691 -0.5343 1.7336
O 3.8705 -1.0883 0.4497
P 1.6724 2.4905 0.4036
S 1.5073 4.1746 -0.5726
S -1.9442 2.1942 -1.4151
O -1.9890 3.7103 -1.4487
O -1.0883 1.7657 -2.6041
C -3.6230 1.4040 -1.6902
F -4.3474 2.3127 -2.5294
F -3.5141 0.2178 -2.4763
C -4.5228 1.2102 -0.3832
F -4.0973 2.1092 0.6267
F -5.8392 1.6471 -0.7222
C -4.6878 -0.2899 0.1283
F -3.5395 -1.0771 0.0434
F -5.7338 -0.8910 -0.5916
C -5.1422 -0.3506 1.6838
F -6.2209 0.4719 1.9734
F -5.4694 -1.7137 1.9125
F -4.0456 -0.1034 2.5397
H -1.6632 3.5476 2.3330
H -2.4815 2.0141 2.9162
H -0.9322 -1.0266 1.8729
H -0.9458 -1.3223 -0.0047
H 1.4916 -0.6644 -0.1686
H 1.0856 -2.3132 0.6399
H 1.8683 -1.5739 2.8693
H 1.5389 0.1941 2.5765
H 4.1501 -1.0221 2.5179
H 3.7506 0.5683 1.7255
H 4.1375 -0.3622 -0.1453
H 2.3336 2.6044 1.6760
H 2.4426 1.5219 -0.3435
C -5.8763 -3.7713 -2.7777
C -6.8470 -4.7877 -3.4180
C -6.9369 -6.1572 -2.7411
F -5.7643 -6.8167 -2.7406
F -7.8175 -6.9515 -3.4045
F -6.5474 -4.9136 -4.7325
F -8.0922 -4.2271 -3.3696
O -4.5768 -3.6427 -3.3724
C -3.5766 -4.5543 -2.9748
C -3.1109 -5.4565 -4.1234
F -4.1298 -6.1709 -4.6462
F -2.1900 -6.3502 -3.6866
F -3.9955 -5.2462 -1.8982
F -2.5373 -3.8056 -2.5489
H -6.3298 -2.7875 -2.9293
H -5.8161 -3.8803 -1.6920
H -7.2837 -6.0657 -1.7085
H -2.6655 -4.8645 -4.9267
C 7.3819 4.4473 0.1323
C 8.7368 4.3429 0.8661
C 9.3652 2.9491 0.9326
F 8.5965 2.0618 1.5884
F 10.5448 2.9982 1.6053
F 8.6095 4.8794 2.1024
F 9.6114 5.1514 0.1949
O 6.1941 4.4527 0.9357
C 5.6588 3.2078 1.3281
C 5.7119 3.0129 2.8547
F 6.9755 3.0943 3.3239
F 5.2493 1.8000 3.2133
F 6.2636 2.2173 0.6421
F 4.3691 3.2135 0.8968
H 7.3767 5.4323 -0.3431
H 7.3038 3.7412 -0.6981
H 9.5685 2.5590 -0.0681
H 5.1121 3.7722 3.3626
```

Calculated values
charge	-1
HOMO level	-4.72	eV
orbital gap	6.72	eV
energy	-149956.15289	eV

***

# 4
This record from the OMol25 dataset describes one molecule with the formula C20H21ClN2O6S in a non-equilibrium geometry. The level of theory is ωB97M-V/def2-TZVPD.

Geometry as XYZ:
```
51
Properties=species:S:1:pos:R:3
C 4.4894 2.7689 -1.7562
O 4.9131 1.8804 -0.7526
C 4.0919 0.8457 -0.4247
C 2.8806 0.5705 -1.0118
C 2.1038 -0.5224 -0.5932
C 0.8235 -0.8175 -1.1403
C 0.0784 -1.8503 -0.6862
C -1.3300 -2.0875 -1.1444
N -2.1410 -0.9104 -0.8360
C -3.3211 -0.7097 -1.6529
C -4.4188 -1.7877 -1.5605
O -5.2583 -1.6317 -0.4524
S -2.3339 -0.6717 0.8139
O -3.2864 -1.5908 1.3817
O -1.0445 -0.6225 1.4251
C -3.0620 0.9735 0.8769
C -4.3347 1.1388 1.3943
C -4.8853 2.4061 1.4840
C -4.1540 3.5056 1.0605
C -2.8777 3.3481 0.5479
C -2.3307 2.0745 0.4573
Cl -0.7571 1.8475 -0.1747
C 0.5816 -2.7421 0.3519
O 0.0055 -3.7325 0.7658
N 1.8248 -2.4069 0.8400
C 2.5789 -1.3400 0.4423
C 3.8136 -1.0674 1.0397
C 4.5716 0.0067 0.6221
O 5.7763 0.3564 1.1311
C 6.3183 -0.4186 2.1724
H 4.3701 2.2614 -2.7194
H 3.5494 3.2615 -1.4868
H 5.2778 3.5153 -1.8382
H 2.4910 1.1929 -1.8010
H 0.4322 -0.1709 -1.9137
H -1.7100 -2.9835 -0.6385
H -1.3680 -2.2378 -2.2271
H -2.9794 -0.6325 -2.6897
H -3.7552 0.2507 -1.3624
H -5.0653 -1.6965 -2.4385
H -3.9566 -2.7840 -1.5716
H -4.7210 -1.7673 0.3511
H -4.8754 0.2630 1.7156
H -5.8793 2.5337 1.8824
H -4.5782 4.4956 1.1303
H -2.3010 4.1970 0.2180
H 2.1607 -2.9828 1.6030
H 4.1556 -1.7112 1.8346
H 7.2728 0.0449 2.4159
H 5.6749 -0.4090 3.0581
H 6.4887 -1.4532 1.8571
```

Calculated values
HOMO level	-7.59	eV
orbital gap	8.01	eV
SMILES	COc1cc2cc(CN(CCO)S(=O)(=O)c3ccccc3Cl)c(=O)[nH]c2cc1OC
energy	-59702.80867	eV

***

# 5
This record from the OMol25 dataset describes C20H21ClN4O4S4SbSiTc as an isolated structure in a non-equilibrium geometry. The level of theory is ωB97M-V/def2-TZVPD.

Geometry as XYZ:
```
57
Properties=species:S:1:pos:R:3
Tc -0.2180 -0.2050 0.8853
C -2.3780 3.2347 1.2274
C -2.8888 1.9726 0.6026
C -4.1983 1.9101 0.1287
C -4.6700 0.7606 -0.4748
C -3.8359 -0.3398 -0.6388
C -2.5439 -0.2012 -0.1960
N -2.0994 0.9035 0.4249
N -1.4595 -1.0859 -0.2370
Si -1.6392 -2.7844 -0.9976
C -0.0748 -3.7414 -1.0627
C -2.8984 -3.5767 0.1029
C -2.1707 -2.4150 -2.7287
H -3.2095 3.8255 1.6039
H -1.8567 3.8384 0.4795
H -1.6933 3.0346 2.0466
H -4.8306 2.7820 0.2228
H -5.6919 0.7158 -0.8289
H -4.1903 -1.2591 -1.0780
H 0.1658 -4.2094 -0.1106
H 0.7892 -3.1650 -1.4054
H -0.2288 -4.5445 -1.7906
H -2.7916 -3.2227 1.1318
H -2.7397 -4.6579 0.1104
H -3.9273 -3.4025 -0.2162
H -1.3581 -1.9389 -3.2832
H -3.0583 -1.7913 -2.8274
H -2.3837 -3.3669 -3.2255
O 5.4319 -2.9956 0.5422
C 4.6619 -2.4419 -0.3876
O 4.7019 -2.7454 -1.5381
C 3.7049 -1.3526 0.0352
C 3.8178 -0.0100 -0.2970
Cl 5.1130 0.8014 -0.9936
N 2.6470 0.6049 0.0037
N 1.7858 -0.3107 0.4802
C 2.4146 -1.4780 0.5188
C 1.5981 -2.5348 1.1757
O 2.0301 -3.6053 1.4776
O 0.3771 -2.0694 1.4161
C 2.2471 1.9840 -0.0727
C 3.1917 2.9901 0.4135
C 3.0874 4.2523 -0.0143
C 2.1335 4.6326 -1.0468
C 1.3180 3.7350 -1.6157
C 1.2803 2.3559 -1.1323
H 5.2308 -2.6899 1.4368
H 3.9438 2.6752 1.1254
H 3.7671 5.0033 0.3666
H 2.1461 5.6518 -1.4098
H 0.6856 3.9949 -2.4540
H 0.9332 1.5849 -1.8089
S -1.7098 1.0771 3.8611
Sb 0.4460 1.5088 5.0592
S -1.2115 -0.6264 2.9096
S 0.4910 2.1374 0.5935
S 1.8156 0.8002 3.4902
```

Calculated values
charge	+2
HOMO level	-14.49	eV
orbital gap	6.47	eV
energy	-107694.83711	eV

***

# 6
This record from the OMol25 dataset describes one molecule with the formula C20H21ClN6OS in a non-equilibrium geometry. The level of theory is ωB97M-V/def2-TZVPD.

Geometry as XYZ:
```
50
Properties=species:S:1:pos:R:3
O 1.9066 0.2981 -1.9162
C 2.0292 0.6756 -0.7672
N 1.0618 1.4038 -0.1165
C 1.3705 2.5302 0.7567
C 0.5983 3.7414 0.1895
C 0.0070 3.2413 -1.1301
C -0.1333 1.7445 -0.8753
N 3.1722 0.3845 -0.0295
C 4.1281 -0.4711 -0.7123
C 3.6472 -1.9472 -0.6930
N 2.6111 -2.0776 0.3130
C 1.3221 -2.0691 -0.1138
N 1.0977 -2.5493 -1.3362
C -0.1228 -2.5132 -1.8363
N -1.2040 -2.0350 -1.2698
C -1.0395 -1.5855 -0.0210
C -2.0367 -1.0035 0.8412
C -3.4367 -0.7857 0.5154
C -4.2913 -0.2419 1.4781
C -5.6223 -0.0208 1.1928
C -6.1101 -0.3436 -0.0657
Cl -7.7774 -0.0693 -0.4280
C -5.2774 -0.8830 -1.0341
C -3.9450 -1.1032 -0.7445
N -1.5804 -0.6539 2.0178
S 0.0056 -0.9559 2.2204
C 0.2095 -1.6187 0.6303
C 3.0124 -1.4737 1.5585
C 3.1084 0.0672 1.3826
H 1.0315 2.3184 1.7771
H 2.4481 2.7029 0.7716
H 1.2508 4.6009 0.0490
H -0.2000 4.0263 0.8743
H -0.9411 3.7149 -1.3726
H 0.7056 3.4039 -1.9514
H -0.1778 1.1460 -1.7836
H -1.0105 1.5352 -0.2532
H 4.2230 -0.1226 -1.7399
H 5.0871 -0.3601 -0.2003
H 4.4710 -2.6238 -0.4520
H 3.2076 -2.2249 -1.6497
H -0.2331 -2.9122 -2.8358
H -3.8922 0.0010 2.4506
H -6.2824 0.3975 1.9365
H -5.6721 -1.1287 -2.0077
H -3.2854 -1.5234 -1.4871
H 3.9902 -1.8932 1.8112
H 2.3171 -1.7355 2.3557
H 2.2408 0.5425 1.8296
H 4.0108 0.4494 1.8711
```

Calculated values
HOMO level	-8.14	eV
orbital gap	8.02	eV
SMILES	O=C(N1CCCC1)N1CCN(c2ncnc3c(-c4ccc(Cl)cc4)nsc23)CC1
energy	-55427.96937	eV

***

# 7
This record from the OMol25 dataset describes one molecule with the formula C20H21FN4O2S in a non-equilibrium geometry. The level of theory is ωB97M-V/def2-TZVPD.

Geometry as XYZ:
```
49
Properties=species:S:1:pos:R:3
F 3.3726 -5.2070 -0.0488
C 2.5281 -4.1593 0.2937
C 1.5817 -4.3461 1.3224
C 0.7533 -3.3150 1.7523
C 0.8638 -2.0852 1.1043
N -0.0939 -1.1110 1.1738
C -1.4602 -1.2584 1.2090
N -2.0232 -2.4941 1.1123
C -3.3670 -2.6555 1.3028
N -4.1035 -1.5266 1.4637
C -3.6129 -0.2610 1.5300
S -4.4088 1.3773 1.6357
C -2.8761 2.1740 1.2756
C -1.7897 1.2494 1.3819
C -2.2683 -0.1387 1.4569
C -0.3588 1.8034 1.6192
C -0.2757 3.3889 1.9121
N -1.3785 4.0302 1.1673
C -2.7638 3.6176 1.3527
C 1.8669 -1.8787 0.1459
O 2.0965 -0.5995 -0.3498
C 1.5716 -0.2603 -1.6685
C 0.4985 0.7819 -1.5108
C 0.0139 1.2751 -2.7962
O 1.1586 1.6966 -3.5496
C 2.1982 0.7092 -3.8926
C 2.8148 0.1488 -2.5638
C 2.7184 -2.9029 -0.2464
H 1.3583 -5.3156 1.6805
H 0.1215 -3.5668 2.6091
H 0.2868 -0.2302 1.1115
H -3.8223 -3.6021 0.9078
H 0.3644 1.6809 0.8067
H -0.0060 1.2539 2.4981
H 0.7533 3.8360 1.8581
H -0.5424 3.4795 2.9083
H -1.0815 4.1616 0.2414
H -3.2978 4.0819 2.1275
H -3.3221 4.0111 0.5010
H 1.0712 -1.1563 -2.1690
H 0.9709 1.6320 -1.0183
H -0.3333 0.3283 -0.8767
H -0.8241 1.9887 -2.7664
H -0.3496 0.3894 -3.3727
H 3.0404 1.3051 -4.2856
H 1.9034 -0.0696 -4.6236
H 3.6435 -0.6316 -2.6746
H 3.4159 0.9955 -2.0200
H 3.3932 -2.6249 -1.0285
```

Calculated values
HOMO level	-7.89	eV
orbital gap	8.23	eV
SMILES	Fc1ccc(Nc2ncnc3sc4c(c23)CCNC4)c(OC2CCOCC2)c1
energy	-44685.40581	eV

***

# 8
This record from the OMol25 dataset describes C20H21GaN6O8S as an isolated structure. The level of theory is ωB97M-V/def2-TZVPD.

Geometry as XYZ:
```
57
Properties=species:S:1:pos:R:3
Ga -0.8713 -0.3122 1.1656
O 0.1662 1.0178 0.0043
N 1.2031 0.6666 -0.6709
N 1.5419 -0.5293 -0.4124
O 0.8928 -1.2600 0.4383
C 2.6030 -1.1338 -1.1793
C 2.6600 -2.5156 -1.2131
C 3.6460 -3.1219 -1.9798
C 4.5528 -2.3515 -2.6956
C 4.4776 -0.9646 -2.6409
C 3.5027 -0.3438 -1.8771
H 1.9306 -3.0884 -0.6563
H 3.6991 -4.2030 -2.0186
H 5.3239 -2.8288 -3.2875
H 5.1867 -0.3602 -3.1913
H 3.4311 0.7335 -1.8267
C 0.6826 1.1398 4.3847
C -0.3527 1.8246 3.5632
N -0.8975 1.3773 2.4500
C -1.8176 2.3048 2.0389
C -1.8349 3.3442 2.9145
N -0.9033 3.0191 3.8666
C -2.5795 4.6235 3.0269
O -3.4551 4.8866 2.0828
O -2.3542 5.3514 3.9656
C -2.5927 2.0233 0.8094
O -3.3466 2.8777 0.3373
O -2.3774 0.8550 0.3308
H 1.2856 0.4931 3.7537
H 0.2098 0.5113 5.1410
H 1.3217 1.8650 4.8876
H -0.6985 3.6165 4.6535
H -3.4999 4.1486 1.3996
C -1.4599 1.8375 -3.2513
C -1.0668 0.4073 -3.0817
C -0.2344 -0.2920 -3.9092
C 0.0278 -1.6314 -3.5946
N -0.4761 -2.2299 -2.5159
C -1.2586 -1.5216 -1.6905
S -1.8305 -2.1431 -0.1971
N -1.5800 -0.2400 -2.0220
C 0.9613 -2.4435 -4.4363
H -0.8463 2.3172 -4.0094
H -1.3538 2.3705 -2.3044
H -2.5086 1.9050 -3.5492
H 0.2054 0.1810 -4.7757
H -2.1511 0.2803 -1.3339
H 1.0120 -2.0754 -5.4606
H 0.6549 -3.4874 -4.4224
H 1.9629 -2.3858 -3.9984
C -1.6471 -2.4589 4.3963
C -1.4244 -1.5692 3.2098
O -2.3737 -1.0136 2.6091
O -0.2376 -1.3873 2.7611
H -2.5554 -2.1691 4.9192
H -0.7862 -2.4375 5.0607
H -1.7699 -3.4798 4.0312
```

Calculated values
HOMO level	-8.45	eV
orbital gap	8.23	eV
energy	-109616.11180	eV

***

# 9
This record from the OMol25 dataset describes a 2-piece molecular cluster, C20H21N2O overall in a non-equilibrium geometry. The level of theory is ωB97M-V/def2-TZVPD.

Geometry as XYZ:
```
44
Properties=species:S:1:pos:R:3
C -0.8871 3.9278 4.5980
C -1.4425 3.6231 3.3549
C -1.2470 2.3660 2.7631
C -0.4678 1.4331 3.4580
O -0.0741 0.2285 2.8468
C 0.7900 0.3164 1.7651
C 2.1591 0.0919 1.9755
C 3.0429 0.2792 0.9337
C 2.6450 0.6934 -0.3671
C 3.6821 0.9193 -1.3396
C 3.4493 1.3401 -2.7112
C 4.3796 0.9905 -3.7109
C 4.1280 1.3198 -5.0575
C 2.9477 1.9763 -5.4178
C 2.0638 2.3887 -4.4208
C 2.3279 2.1196 -3.0699
C 1.2280 0.7445 -0.5707
C 0.3278 0.6330 0.4869
C 0.0437 1.6911 4.7340
C -0.1350 2.9658 5.2732
H -1.0211 4.9225 5.0148
H -2.0478 4.3469 2.8075
H -1.6575 2.0980 1.7775
H 2.4987 -0.1432 2.9840
H 4.1044 0.1135 1.1371
H 4.5721 0.3494 -1.1786
H 5.3070 0.4573 -3.4496
H 4.8641 1.0742 -5.8185
H 2.7378 2.2026 -6.4705
H 1.1674 2.9452 -4.6722
H 1.6661 2.5184 -2.2994
H 0.7940 0.9156 -1.5624
H -0.7366 0.8260 0.3456
H 0.6188 0.9098 5.2469
H 0.3071 3.1928 6.2386
C 7.0701 3.7861 -1.2254
N 6.4825 2.4741 -1.0710
N 5.1680 2.3205 -0.6889
H 7.8723 3.6728 -1.9512
H 6.3760 4.5540 -1.5763
H 7.5539 4.0965 -0.2895
H 7.0726 1.8244 -0.5660
H 4.4974 3.0353 -0.9701
H 4.9985 1.6921 0.0947
```

Calculated values
charge	+1
HOMO level	-11.40	eV
orbital gap	6.69	eV
energy	-26098.61139	eV